20
Properties=species:S:1:pos:R:3:lowdin_charge:R:1 method="wB97M-V/def2-TZVPD" e_homo_ha=-0.316 total_energy_ev=-25190.238
S 2.8382 0.6162 -0.5404 0.895
O -3.5415 0.7444 -0.1115 0.124
N -2.8396 0.5533 -0.9995 -0.305
N -0.3403 -0.1712 1.1688 0.147
N -2.1709 0.3982 -1.8668 0.254
N 3.4407 -0.6594 -0.8843 -0.418
C 0.4922 -0.9659 -0.9186 -0.167
C 0.5158 2.0959 1.3279 -0.033
C 0.3096 0.7950 0.6423 -0.401
C -0.8530 -2.4475 0.6650 0.073
C 0.9147 0.4689 -0.6828 -0.439
C -0.2961 -1.2873 0.3386 -0.379
H -1.3755 -2.5679 1.5956 0.058
H 1.3777 -1.6076 -0.9909 0.082
H 1.4921 2.0929 1.8149 0.079
H -0.2495 2.2252 2.0898 0.086
H -0.1004 -1.0993 -1.8218 0.099
H -0.7785 -3.2981 0.0113 0.060
H 0.6781 1.1839 -1.4682 0.101
H 0.4861 2.9304 0.6304 0.083